No. 1
The following is a quantum chemistry calculation of a molecular structure, C2H5F2N in a non-equilibrium geometry, from the Open Molecules 2025 dataset.

Summary:
**LUMO energy**: 0.776 eV
**Orbital gap**: 11.91 eV
**ΔE to the lowest compared entry with this formula, charge and spin**: 3.377 eV

Element x y z (Å)
F 0.300 0.123 1.236
F 1.755 1.199 0.142
H 0.438 2.966 0.242
C 0.670 1.235 0.808
C -0.666 -1.365 -0.833
H -1.531 -0.863 -0.075
N 0.016 2.275 0.868
H -0.931 -2.595 -0.244
H -0.460 -1.695 -1.852
H 0.410 -1.279 -0.292

Which charges does Mulliken predict for the atoms? In e, they are: atom 1 (F): -0.221, atom 2 (F): -0.196, atom 3 (H): 0.268, atom 4 (C): 0.712, atom 5 (C): -0.965, atom 6 (H): 0.284, atom 7 (N): -0.567, atom 8 (H): 0.207, atom 9 (H): 0.326, atom 10 (H): 0.153

***

No. 2
The following is a quantum chemistry calculation of a molecular structure, C22H21BIrN6, from the Open Molecules 2025 dataset.

Summary:
**LUMO energy (alpha / beta)**: -0.014 / -0.014 eV
**Orbital gap (alpha / beta)**: 5.80 / 8.00 eV
**Multiplicity**: 2
**ΔE to the lowest compared entry with this formula, charge and spin**: 0.000 eV

Element x y z (Å)
H -4.905 3.172 -0.146
C 1.292 -4.297 -1.991
H -0.102 3.651 2.084
H 1.452 -5.380 -0.156
H 1.993 0.207 -1.521
C 2.028 -0.844 0.170
C 2.276 4.964 -1.263
H 3.017 5.537 -1.791
C 1.501 -4.417 -0.650
N -1.761 3.676 0.540
C -1.944 -2.134 -0.831
C 2.298 -2.137 2.180
H -1.928 -1.708 -1.826
H 2.465 2.865 -2.009
N 1.893 0.409 -0.525
C -1.420 -1.971 1.557
H -3.254 5.095 0.920
H 2.409 0.026 2.063
H 2.495 -2.157 3.244
N 0.595 4.395 0.062
H 2.024 -4.247 2.024
C 1.350 5.420 -0.339
H 1.172 6.405 0.056
N -1.728 2.432 0.018
C 2.013 3.605 -1.368
H 2.636 1.044 -0.248
C -1.393 -1.386 0.253
H -1.961 -3.654 2.735
H -3.166 1.137 -0.768
C 1.376 -3.017 -2.581
B -0.502 4.334 1.177
H 1.070 -5.157 -2.607
C -1.950 -3.226 1.740
C 2.041 -3.296 1.507
N 0.999 3.270 -0.560
H -2.890 -4.939 0.825
C -0.783 -0.180 0.042
C -3.027 4.113 0.540
H -1.012 -1.411 2.388
H 1.233 -2.904 -3.651
C -3.841 3.134 0.003
C -2.474 -3.953 0.667
C 1.807 -2.032 -0.569
Ir 0.020 1.408 -0.243
C -2.972 2.096 -0.317
N 1.619 -1.922 -1.910
H -0.775 5.463 1.503
H -2.878 -3.942 -1.445
C 1.785 -3.264 0.117
C -2.468 -3.387 -0.610
C 2.276 -0.896 1.509

Which charges does Mulliken predict for the atoms? In e, they are: atom 1 (H): 0.376, atom 2 (C): -0.535, atom 3 (H): -0.121, atom 4 (H): 0.421, atom 5 (H): 0.467, atom 6 (C): -0.724, atom 7 (C): -0.980, atom 8 (H): 0.383, atom 9 (C): -0.721, atom 10 (N): 0.100, atom 11 (C): -0.475, atom 12 (C): -0.801, atom 13 (H): 0.549, atom 14 (H): 0.487, atom 15 (N): -0.382, atom 16 (C): -0.503, atom 17 (H): 0.433, atom 18 (H): 0.413, atom 19 (H): 0.388, atom 20 (N): 0.191, atom 21 (H): 0.398, atom 22 (C): -0.160, atom 23 (H): 0.440, atom 24 (N): -0.300, atom 25 (C): -0.106, atom 26 (H): 0.441, atom 27 (C): 1.358, atom 28 (H): 0.404, atom 29 (H): 0.428, atom 30 (C): -0.429, atom 31 (B): 0.171, atom 32 (H): 0.403, atom 33 (C): -0.578, atom 34 (C): -0.913, atom 35 (N): -0.507, atom 36 (H): 0.416, atom 37 (C): -1.163, atom 38 (C): -0.156, atom 39 (H): 0.505, atom 40 (H): 0.435, atom 41 (C): -0.985, atom 42 (C): -0.538, atom 43 (C): 0.830, atom 44 (Ir): 0.478, atom 45 (C): 0.071, atom 46 (N): -0.518, atom 47 (H): -0.145, atom 48 (H): 0.403, atom 49 (C): 1.320, atom 50 (C): -0.551, atom 51 (C): -0.419

***

No. 3
The following is a quantum chemistry calculation of 4 unconnected molecules or ions with the total composition C27H63FN5O7, from the Open Molecules 2025 dataset.

Summary:
**LUMO energy (alpha / beta)**: 0.613 / 0.604 eV
**Orbital gap (alpha / beta)**: 8.67 / 9.21 eV
**Multiplicity**: 2

Element x y z (Å)
C 0.209 -3.571 8.019
H 2.070 0.010 6.004
C -2.432 3.432 4.625
H 1.277 2.780 -6.115
H 6.345 2.501 -5.232
H -3.829 -5.206 -3.521
O 4.573 3.736 -4.066
H -1.505 -1.476 -4.330
H 2.298 4.903 -5.412
C -2.744 0.308 2.532
H -3.792 -2.827 -2.938
H -2.328 5.298 0.834
H -3.413 5.323 4.602
C 1.452 2.241 -5.181
H -0.738 -2.445 4.322
H -0.870 -0.522 5.330
C -2.677 -0.496 -1.854
C -2.072 -1.702 -1.145
H -0.694 -3.918 8.528
H -3.679 -0.708 -2.244
C 2.178 2.678 -2.789
H -0.175 1.157 1.932
H -3.133 -0.776 -4.347
H -3.766 1.028 4.260
O 0.617 -0.911 3.953
F 1.251 0.505 -6.732
H -2.770 0.302 -1.114
H -1.506 2.461 3.102
H 0.798 -0.671 -4.940
H 2.470 5.156 -3.670
H 1.392 0.200 -3.705
C -2.075 -0.554 -4.173
H -1.080 -1.411 -0.793
H -2.677 -1.903 -0.253
O 0.480 -4.461 6.943
O -2.431 5.143 2.852
H 1.037 -3.583 8.735
H 2.554 -4.260 6.765
H 0.963 -2.930 4.397
H -1.750 0.180 -4.910
N -2.101 2.224 3.885
N 1.209 -1.620 6.947
N 3.780 2.923 -4.644
N 1.631 -0.198 -4.607
H -3.756 -3.862 -1.508
N -1.926 -2.943 -1.892
H 2.876 3.246 -2.174
C 1.073 -0.319 6.307
O -2.153 0.802 1.336
H 1.815 -5.758 6.157
H 4.667 1.415 -2.883
O -2.243 -4.312 -4.457
H 4.122 -0.077 -3.670
H 3.748 -0.184 -5.990
H 0.719 0.396 7.059
C -2.523 4.530 1.581
H -1.309 -2.792 -2.680
C -0.761 0.566 1.222
H -0.523 -0.487 1.392
H -2.261 -5.447 -2.723
H 0.093 0.842 4.804
H 0.904 4.659 -4.341
C 1.779 -5.013 6.949
O -1.857 0.011 -2.897
C -0.923 -4.787 -4.611
H 3.479 1.256 -6.973
C -3.184 4.533 3.883
H -3.593 -0.325 2.256
C 3.418 0.855 -5.958
H -0.234 -4.353 -3.878
C 4.753 0.805 -3.781
C 4.381 1.621 -5.044
C 0.252 -2.274 3.886
H -0.330 -1.535 8.346
C 5.641 1.941 -5.844
H 5.401 2.530 -6.731
H 0.483 2.136 -4.684
H -2.020 -0.302 3.082
H -0.480 0.838 0.204
H 2.353 1.616 -2.605
C 1.952 0.855 -5.564
H -0.850 -2.196 6.793
C 1.986 4.546 -4.430
H -1.500 3.860 5.000
H -0.597 -4.508 -5.611
H -1.796 3.724 1.445
C 0.155 -0.207 5.097
H 2.002 -5.502 7.904
H 6.108 1.007 -6.161
H -3.523 4.117 1.410
H -3.955 2.038 2.823
C -3.229 1.449 3.402
H 1.597 -2.283 6.288
H -0.876 -5.877 -4.517
C -3.166 -3.529 -2.368
H -3.027 3.149 5.501
H 1.160 2.912 -2.469
H -4.138 4.169 3.480
C -2.885 -4.722 -3.255
H 0.225 -2.557 2.833
C -0.014 -2.165 7.507
H 5.791 0.474 -3.842
C 2.353 3.072 -4.260

These are the Mulliken partial charges, in e, on atoms 1 to 99: atom 1 (C): -0.802, atom 2 (H): 0.398, atom 3 (C): -0.787, atom 4 (H): 0.448, atom 5 (H): 0.434, atom 6 (H): 0.397, atom 7 (O): -0.631, atom 8 (H): 0.196, atom 9 (H): 0.452, atom 10 (C): -0.166, atom 11 (H): 0.193, atom 12 (H): 0.330, atom 13 (H): 0.359, atom 14 (C): -1.679, atom 15 (H): 0.266, atom 16 (H): 0.225, atom 17 (C): -0.614, atom 18 (C): -0.580, atom 19 (H): 0.388, atom 20 (H): 0.332, atom 21 (C): -2.042, atom 22 (H): 0.303, atom 23 (H): 0.322, atom 24 (H): 0.403, atom 25 (O): -0.392, atom 26 (F): -0.488, atom 27 (H): 0.328, atom 28 (H): 0.033, atom 29 (H): 0.212, atom 30 (H): 0.388, atom 31 (H): 0.201, atom 32 (C): -0.677, atom 33 (H): 0.256, atom 34 (H): 0.288, atom 35 (O): -0.357, atom 36 (O): -0.428, atom 37 (H): 0.419, atom 38 (H): 0.304, atom 39 (H): 0.256, atom 40 (H): 0.271, atom 41 (N): 0.028, atom 42 (N): -0.266, atom 43 (N): 0.569, atom 44 (N): -0.561, atom 45 (H): 0.373, atom 46 (N): -0.147, atom 47 (H): 0.428, atom 48 (C): -1.276, atom 49 (O): -0.131, atom 50 (H): 0.247, atom 51 (H): 0.284, atom 52 (O): -0.358, atom 53 (H): 0.372, atom 54 (H): 0.496, atom 55 (H): 0.439, atom 56 (C): -0.508, atom 57 (H): 0.081, atom 58 (C): -0.621, atom 59 (H): 0.116, atom 60 (H): 0.416, atom 61 (H): 0.244, atom 62 (H): 0.399, atom 63 (C): -0.739, atom 64 (O): -0.282, atom 65 (C): -0.727, atom 66 (H): 0.319, atom 67 (C): -0.500, atom 68 (H): 0.448, atom 69 (C): -2.043, atom 70 (H): 0.300, atom 71 (C): -1.680, atom 72 (C): 1.851, atom 73 (C): -0.663, atom 74 (H): 0.364, atom 75 (C): -1.922, atom 76 (H): 0.454, atom 77 (H): 0.289, atom 78 (H): -0.207, atom 79 (H): 0.285, atom 80 (H): 0.488, atom 81 (C): 1.693, atom 82 (H): 0.138, atom 83 (C): -1.843, atom 84 (H): 0.370, atom 85 (H): 0.245, atom 86 (H): 0.147, atom 87 (C): 0.161, atom 88 (H): 0.358, atom 89 (H): 0.443, atom 90 (H): 0.265, atom 91 (H): 0.302, atom 92 (C): -0.752, atom 93 (H): 0.148, atom 94 (H): 0.359, atom 95 (C): -0.236, atom 96 (H): 0.410, atom 97 (H): 0.430, atom 98 (H): 0.344, atom 99 (C): -0.796